{
  "formula": "C45H67BF4N10OTi",
  "method": "wB97M-V/def2-TZVPD",
  "species": ["Ti", "F", "F", "F", "F", "O", "N", "N", "N", "N", "N", "N", "N", "N", "N", "N", "C", "C", "C", "C", "C", "C", "C", "C", "C", "C", "C", "C", "C", "C", "C", "C", "C", "C", "C", "C", "C", "C", "C", "C", "C", "C", "C", "C", "C", "C", "C", "C", "C", "C", "C", "C", "C", "C", "C", "C", "C", "C", "C", "C", "C", "B", "H", "H", "H", "H", "H", "H", "H", "H", "H", "H", "H", "H", "H", "H", "H", "H", "H", "H", "H", "H", "H", "H", "H", "H", "H", "H", "H", "H", "H", "H", "H", "H", "H", "H", "H", "H", "H", "H", "H", "H", "H", "H", "H", "H", "H", "H", "H", "H", "H", "H", "H", "H", "H", "H", "H", "H", "H", "H", "H", "H", "H", "H", "H", "H", "H", "H", "H"],
  "xyz": [[-0.94023, -0.69105, -0.52140], [-6.76311, -1.29804, -2.32319], [-0.47927, -0.69662, -2.23938], [-5.39872, 0.81845, -1.36396], [-2.96748, -4.03446, -1.93088], [-3.03311, -5.97882, 3.93295], [-1.33693, -2.36318, 0.88285], [1.50316, 1.75176, -0.90242], [2.18008, -1.04289, 0.23840], [-0.48564, 0.21201, 1.38476], [-1.07920, -6.86241, 3.21491], [-2.96562, 1.57922, -3.68897], [0.77190, 0.33507, 1.90008], [1.18645, -1.49651, -0.58411], [-2.47523, 0.42555, -0.84276], [2.28126, 1.50908, 0.19063], [1.32130, 3.60647, -2.58262], [-3.48015, -0.37685, 3.44630], [2.96567, -2.81604, -0.79180], [-1.35456, 0.40542, 2.39499], [4.68816, -1.77749, 2.26786], [-2.09414, 2.12252, -2.65786], [-2.02743, -5.88372, 3.26307], [1.55688, 1.72104, 5.28608], [3.27819, -1.82440, 0.11083], [0.60840, -4.84823, -1.33761], [-2.80353, -3.88763, 2.01720], [-0.08991, -3.24432, -3.11966], [1.65326, -2.58443, -1.21665], [-1.73726, -4.66157, 2.45670], [-2.85180, 0.39364, 2.28256], [-4.27355, 2.22358, -3.72847], [-2.56520, -2.78078, 1.24081], [5.38830, -0.46110, 0.21915], [-0.64609, 0.65527, 3.56501], [1.02345, -3.60625, -2.14779], [-5.45225, -1.44437, -2.05954], [-3.38152, -0.46882, -1.37279], [-4.32724, 3.63429, -4.32398], [1.86027, 0.74130, 4.15481], [4.63952, -1.68318, 0.74138], [3.10989, 2.55732, 0.43334], [-4.74123, -0.34010, -1.61316], [0.69405, 0.61338, 3.21735], [-1.20163, 0.61392, -5.21828], [5.44503, 3.12204, 1.15540], [1.89557, 2.93810, -1.36900], [-0.31475, -3.07786, 1.37396], [2.42553, 4.08726, -3.52427], [-3.51022, -2.78524, -1.87204], [0.43956, 4.78789, -2.16559], [2.20664, -0.64287, 4.71517], [-2.32665, 1.61690, -5.01163], [4.04306, 2.69672, 1.60618], [-2.75535, -1.71927, -1.48058], [-4.85905, -2.67734, -2.20597], [-2.49464, 1.83617, -1.20904], [-0.46602, -4.21838, 2.13879], [-3.38327, 1.83007, 2.23262], [3.46663, 3.71282, 2.59721], [2.90497, 3.48171, -0.56150], [2.08314, 0.26482, 1.06251], [0.67508, -2.71621, 1.14509], [3.41265, 4.42456, -0.68533], [-5.32855, 4.04720, -4.19060], [5.43184, -0.47120, -0.87120], [2.72025, 1.11542, 3.60276], [3.61673, -3.60797, -1.12576], [-1.78862, 2.35955, -0.55713], [1.22277, 2.68500, 4.90085], [-0.30786, 0.86339, -4.64843], [2.45141, 1.88316, 5.88872], [3.08216, 4.80406, -3.02664], [4.41151, -0.84231, 2.75168], [3.09296, -0.58957, 5.35077], [-4.66908, 2.25948, -2.71238], [-4.10507, 3.63725, -5.39131], [5.42730, 4.13693, 0.75312], [0.50233, -5.70425, -2.00624], [-3.35099, 0.15539, 4.39091], [-3.39507, -2.19611, 0.86856], [5.70499, -2.02200, 2.58126], [-2.02164, 3.21479, -2.74742], [2.45797, 3.42619, 2.90612], [4.12115, 1.73883, 2.11942], [-3.62411, 4.30900, -3.82998], [4.09675, 3.79102, 3.48682], [-4.55260, -0.49556, 3.28079], [0.72518, 2.86448, -3.12265], [1.37728, -1.02621, 5.31360], [-4.94286, 1.56462, -4.29031], [-3.01120, 2.35927, 1.35578], [-5.43166, -3.53200, -2.53963], [4.89113, 0.45347, 0.52262], [4.02497, -2.56362, 2.63435], [0.78057, 1.33007, 5.94748], [3.03646, 3.25168, -3.86896], [-3.07606, 2.38515, 3.12168], [-4.47428, 1.82389, 2.19283], [1.05300, 5.57907, -1.72589], [-0.92409, 0.58354, -6.27434], [-1.00518, -2.96797, -2.60843], [5.83044, 2.46301, 0.38006], [2.40162, -1.35004, 3.90918], [-0.36439, -4.68145, -0.86396], [-0.08494, 5.20698, -3.02728], [1.33892, -5.09967, -0.56680], [-0.41492, -6.88803, 2.46075], [3.40496, 4.69933, 2.13444], [-3.03617, -1.36826, 3.55573], [-3.48124, 2.25935, -0.99067], [0.41883, -4.73065, 2.49306], [1.99290, 4.58213, -4.39610], [1.87182, -3.90612, -2.77018], [5.17041, -2.56348, 0.36970], [2.95367, 0.20645, 1.86112], [-3.13162, -0.08301, 1.34956], [-0.29692, 4.48916, -1.42056], [-1.95825, 2.63323, -5.23966], [-1.05609, 0.85734, 4.53971], [-1.10179, 1.71795, -2.81123], [0.19937, -2.43084, -3.78160], [-0.29635, -4.12875, -3.72768], [6.40840, -0.44641, 0.60913], [-1.53586, -0.37506, -4.90640], [6.13834, 3.11115, 1.99964], [-3.11255, 1.40338, -5.74190], [-3.81438, -4.17411, 2.27109], [-1.31008, -7.73461, 3.66135]],
  "lowdin_charge": [1.175, 0.081, -0.335, 0.061, 0.028, 0.084, 0.020, 0.150, 0.058, 0.021, 0.176, -0.154, 0.075, 0.012, -0.117, 0.031, -0.372, -0.055, 0.025, -0.241, -0.058, -0.180, -0.494, -0.064, -0.186, -0.059, 0.036, -0.066, -0.232, -0.113, -0.370, -0.250, -0.097, -0.038, 0.050, -0.335, -0.213, -0.279, -0.084, -0.359, -0.344, -0.214, -0.148, -0.178, -0.080, -0.059, -0.277, -0.091, -0.070, -0.301, -0.068, -0.044, -0.256, -0.371, -0.062, 0.055, -0.178, 0.012, -0.036, -0.052, 0.023, -0.500, 0.102, 0.113, 0.073, 0.096, 0.097, 0.123, 0.105, 0.080, 0.057, 0.084, 0.071, 0.055, 0.087, 0.088, 0.063, 0.078, 0.083, 0.079, 0.120, 0.083, 0.108, 0.071, 0.093, 0.066, 0.084, 0.087, 0.113, 0.088, 0.121, 0.061, 0.128, 0.043, 0.080, 0.077, 0.083, 0.086, 0.088, 0.080, 0.073, 0.030, 0.071, 0.060, 0.067, 0.076, 0.073, 0.099, 0.084, 0.071, 0.108, 0.122, 0.077, 0.132, 0.130, 0.093, 0.087, 0.068, 0.115, 0.118, 0.083, 0.079, 0.090, 0.089, 0.074, 0.082, 0.117, 0.134, 0.115],
  "lumo_energy_ha": -0.029,
  "orbital_gap_ev": 6.62,
  "molar_mass_g_mol": 898.77,
  "homo_ev": -7.399
}